Formula: C29H32BiF4N7O3S
Source: the OMol25 dataset
Level of theory: ωB97M-V/def2-TZVPD

Results
* molecular weight: 843.7 g mol⁻¹
* total charge: 0
* largest force on an atom: 4.453 eV/Å
* E_tot: -2745.2165 a.u.

Each line ends with the Löwdin charge.
Atoms and positions in Å:
1 Bi -0.172 -0.450 -0.341  1.729
2 C 4.106 4.007 1.983  -0.157
3 C 4.664 2.899 2.565  -0.124
4 C 5.633 2.364 1.630  -0.016
5 C 5.464 3.108 0.423  -0.099
6 C 4.564 4.142 0.677  -0.124
7 H 3.335 4.697 2.440  0.115
8 H 4.515 2.510 3.592  0.096
9 H 6.305 1.525 1.758  0.087
10 H 5.883 2.809 -0.533  0.097
11 H 4.226 4.820 -0.082  0.086
12 C -5.910 1.327 -0.619  -0.082
13 C -5.666 -0.143 -0.168  -0.227
14 N -4.458 -0.777 -0.729  -0.192
15 C -4.384 -0.843 -2.188  -0.148
16 C -3.673 0.349 -2.956  -0.099
17 C -3.605 -1.551 0.164  -0.178
18 C -3.072 -0.692 1.329  -0.252
19 N -1.653 -0.582 1.349  -0.272
20 C -0.901 -0.198 2.475  -0.275
21 C -0.357 1.107 2.492  -0.192
22 F -0.876 2.128 1.741  0.036
23 C 0.624 1.438 3.445  -0.157
24 F 1.313 2.595 3.277  0.083
25 C 0.723 0.646 4.630  0.095
26 C 0.086 -0.598 4.694  -0.206
27 F 0.263 -1.308 5.822  0.100
28 C -0.634 -1.025 3.580  -0.117
29 F -0.985 -2.373 3.474  0.040
30 H -6.611 1.793 0.081  0.074
31 H -6.255 1.414 -1.643  0.061
32 H -4.960 1.892 -0.556  0.063
33 H -6.581 -0.715 -0.440  0.117
34 H -5.613 -0.200 0.931  0.112
35 H -5.429 -0.883 -2.533  0.118
36 H -3.775 -1.722 -2.507  0.119
37 H -3.999 1.398 -2.662  0.105
38 H -3.904 0.261 -4.017  0.102
39 H -1.758 1.070 -3.683  0.136
40 H -2.792 -2.061 -0.354  0.086
41 H -4.203 -2.397 0.705  0.139
42 H -3.376 -1.066 2.356  0.141
43 H -3.527 0.263 1.238  0.084
44 H 1.375 0.905 5.441  0.132
45 N -1.709 -1.571 -4.443  0.099
46 C -0.960 -2.728 -4.509  -0.089
47 C -0.173 -2.723 -3.414  -0.114
48 N -0.516 -1.626 -2.607  -0.047
49 C -1.459 -0.939 -3.269  -0.346
50 C -2.104 0.349 -2.915  -0.278
51 N -1.560 0.823 -1.612  -0.131
52 C -1.651 2.155 -1.386  -0.087
53 C -2.100 3.306 -2.211  -0.213
54 N -2.226 3.305 -3.458  0.131
55 H -2.517 -1.350 -5.096  0.197
56 H -0.839 -3.323 -5.442  0.136
57 H 0.454 -3.524 -3.032  0.107
58 H -1.387 2.531 -0.376  0.102
59 H -2.346 4.096 -1.519  0.110
60 H -2.604 4.188 -3.871  0.096
61 N 1.070 -2.740 0.511  -0.038
62 C 2.443 -2.386 0.591  -0.369
63 C 3.207 -2.358 -0.584  -0.075
64 C 4.538 -2.007 -0.553  -0.044
65 C 5.157 -1.745 0.698  -0.219
66 C 4.467 -1.732 1.880  -0.077
67 C 3.120 -2.011 1.799  -0.044
68 S 7.008 -1.390 0.730  0.429
69 O 7.507 -2.292 -0.293  -0.359
70 O 6.828 -0.073 0.130  -0.382
71 O 7.482 -1.406 2.102  -0.347
72 H 0.877 -3.419 -0.214  0.076
73 H 0.698 -3.034 1.434  0.100
74 H 2.727 -2.820 -1.473  0.104
75 H 5.136 -1.882 -1.443  0.114
76 H 4.956 -1.538 2.840  0.121
77 H 2.528 -2.019 2.729  0.102